No. 1
DFT (ωB97M-V with the def2-TZVPD basis set) results for a structure of composition C10H26BrMnN2O3 in a non-equilibrium geometry.

```
43
Properties=species:S:1:pos:R:3:forces:R:3:lowdin_spin:R:1
Mn -4.73133 0.59979 1.35163 1.694 -0.228 -0.149 4.89
Br -2.29293 0.40412 0.99364 -1.999 0.215 0.386 0.10
C -1.70324 2.44036 -2.72310 -1.109 1.314 -2.232 0.00
C -0.50062 3.03562 -2.07054 0.083 -1.243 0.222 0.10
C -0.78995 4.29031 -1.21549 0.309 1.064 2.436 0.10
O 0.43168 4.86465 -0.63714 -2.640 -0.962 -1.484 0.05
C 1.27135 5.44404 -1.64798 -0.027 -0.165 -0.486 0.01
N 0.06267 2.06727 -1.19678 -0.098 0.939 0.161 0.52
H -2.06704 3.30165 -3.28339 -0.721 0.113 -0.029 0.00
H -2.56495 2.03686 -2.19137 0.464 0.115 0.730 0.00
H -1.53219 1.78628 -3.57810 0.682 -0.437 0.410 0.00
H 0.15625 3.47148 -2.82330 0.590 -0.621 -0.102 0.02
H -1.52101 4.06919 -0.43783 0.817 -0.688 1.040 0.00
H -1.53557 4.90257 -1.72272 1.095 0.939 -1.271 0.02
H 1.79989 6.30467 -1.23803 -0.197 -0.131 0.017 0.00
H 0.68286 5.70897 -2.52639 -0.100 0.502 0.128 0.00
H 1.98984 4.71406 -2.02080 0.292 -0.124 0.292 0.00
H -0.64292 1.46019 -0.80474 0.128 -0.549 -0.044 0.01
H 0.73916 2.37693 -0.51372 0.612 0.027 0.044 0.02
C -1.54270 -6.11162 1.26121 -0.130 -0.193 1.022 0.00
O -0.62027 -5.04993 1.47475 -0.418 0.315 -1.067 0.00
C -0.64245 -4.13721 0.35924 1.056 -0.872 0.719 0.00
C 0.19779 -2.97347 0.77553 -0.397 2.293 0.317 0.01
N 0.17911 -1.84940 -0.21258 -0.881 -0.414 0.335 0.09
C 1.33516 -1.01700 -0.15705 0.532 0.298 -0.833 0.02
C 1.70690 -0.34078 1.16818 1.475 -1.693 0.949 0.01
O 2.54731 -1.18079 1.94582 0.911 -0.911 -1.676 0.01
C 2.54006 -1.13519 3.33644 -1.308 0.365 0.338 0.00
H -2.55709 -5.71862 1.19295 -0.147 0.109 -0.745 0.00
H -1.62365 -6.71632 2.16448 0.584 0.049 0.146 0.00
H -1.25161 -6.78937 0.45870 -0.136 0.275 -0.299 0.00
H -1.66747 -3.86194 0.11093 -0.117 0.113 -0.108 0.00
H -0.11982 -4.53825 -0.50918 -0.433 -0.541 -0.288 0.00
H 1.23160 -3.19944 1.03683 -0.129 -0.342 -0.245 0.00
H -0.25581 -2.50532 1.64913 0.087 -0.449 0.730 0.00
H -0.63644 -1.27811 -0.04346 -0.388 -0.313 -0.177 0.00
H 1.29190 -0.17270 -0.84509 -0.728 -0.032 -0.431 0.00
H 2.04141 -1.65103 -0.69306 1.226 0.308 0.885 0.00
H 0.83490 -0.14362 1.79175 -0.505 0.540 -0.230 0.00
H 2.29453 0.54008 0.90958 -0.218 0.539 0.181 0.00
H 1.49423 -1.27891 3.60790 -0.303 0.370 0.702 0.00
H 2.92874 -0.18523 3.70333 0.042 -0.017 0.261 0.00
H 3.04177 -1.98478 3.79967 0.449 0.123 -0.555 0.00
```
Positions in Å, forces in eV/Å.

Calculated values
LUMO energy (spin up / spin down): -10.509 / -10.541 eV
2S+1: 7
charge: +2

No. 2
DFT (ωB97M-V with the def2-TZVPD basis set) results for the molecule C6H8N2 in a non-equilibrium geometry.

```
16
Properties=species:S:1:pos:R:3:forces:R:3:lowdin_charge:R:1
C 1.29091 0.55624 0.41993 -0.910 -0.437 -1.784 -0.39
C -2.60026 1.04252 0.32505 1.216 1.680 0.635 0.03
C -0.21307 -2.24234 -0.10364 -0.823 0.373 -1.806 -0.01
C -1.29688 1.23417 0.57246 -0.651 -0.440 -1.743 -0.16
C -0.38394 0.20726 0.15011 1.267 -0.296 0.743 -0.22
C 2.26770 0.30425 -0.65492 0.347 0.290 0.691 -0.02
N 1.06670 0.69907 1.56432 0.339 0.278 2.365 0.19
N -0.62908 -1.03069 -0.08987 0.999 -0.289 0.191 0.02
H -3.18753 1.93152 0.27316 -0.811 0.179 0.204 0.05
H -2.99411 0.10132 0.08803 -0.548 -1.088 -0.276 0.04
H -0.53015 -2.69863 -1.08254 0.232 -0.578 1.478 0.08
H 0.43931 -2.78848 0.60904 -0.296 0.845 -0.331 0.08
H -0.84585 2.21180 0.67151 -0.213 -0.014 0.420 0.10
H 3.06181 -0.27365 -0.26249 1.309 -0.071 0.912 0.07
H 2.66380 1.16125 -1.17580 -0.204 0.345 -0.040 0.09
H 1.89064 -0.41560 -1.30435 -1.253 -0.778 -1.660 0.05
```
Positions in Å, forces in eV/Å.

Calculated values
LUMO energy (spin up / spin down): 0.330 / 0.330 eV
ΔE to the lowest compared entry with this formula, charge and spin: 4.863 eV

No. 3
DFT (ωB97M-V with the def2-TZVPD basis set) results for a cluster of 2 separate species, C3H10N2O in total in a non-equilibrium geometry.

```
16
Properties=species:S:1:pos:R:3:forces:R:3:lowdin_charge:R:1
C -1.61527 1.07638 1.87622 -0.466 0.826 -0.457 -0.04
C -0.76300 1.95324 1.35004 1.287 -1.172 -0.465 -0.31
N -0.67740 2.28230 -0.00340 0.306 0.031 -0.385 0.02
H -1.77817 0.99930 2.93585 0.217 -0.375 0.120 0.04
H -2.30350 0.62979 1.16906 -0.413 -0.141 0.307 0.04
H 0.15408 2.25189 1.85805 -0.629 0.605 0.466 0.11
H -1.18084 1.70699 -0.66697 -0.328 0.034 0.347 0.07
H 0.27909 2.35217 -0.32164 -0.013 0.190 0.063 0.07
N 0.24800 -1.22731 -0.46846 0.118 0.175 0.690 0.02
C 1.17922 -2.08817 -1.12937 -0.544 0.245 -0.532 -0.36
O 2.49021 -1.55557 -1.24423 -0.112 0.045 0.029 -0.07
H -0.29824 -1.62351 0.27525 0.113 -0.004 0.080 0.06
H -0.27237 -0.53661 -0.97796 0.077 -0.179 -0.341 0.05
H 0.81050 -2.30567 -2.14202 0.186 -0.283 0.061 0.11
H 1.26739 -3.00574 -0.55408 0.020 -0.033 -0.058 0.12
H 2.46032 -0.90950 -1.95634 0.179 0.036 0.077 0.07
```
Positions in Å, forces in eV/Å.

Calculated values
LUMO energy: 0.713 eV
ΔE to the lowest compared entry with this formula, charge and spin: 2.004 eV
SMILES: C=CN.NCO